DFT (the ωB97M-V functional and the def2-TZVPD basis) results for one molecule with the formula C3H4N2O.

Its total charge is 0. The molar mass is 84.08 Da. The LUMO energy comes out at 0.68 eV. The value obtained for the maximum force is 1.12 eV/Å. As for the SMILES: [H]/N=C/OCC#N. The value obtained for the electronic energy is -301.42198 a.u. The calculation puts the gap between HOMO and LUMO at 11.360 eV. As for the energy above the lowest of the compared OMol25 structures with the same formula, charge and spin: 171.31 kJ/mol.

Last column: Löwdin charge in e.
Cartesian coordinates (Å):
H1 -2.429 -1.760 -0.005  0.052
N1 -1.829 -1.372 -0.729  0.120
C1 -0.934 -0.668 -0.197  -0.310
O1 0.004 -0.098 -0.996  -0.052
C2 0.943 0.803 -0.450  -0.169
C3 1.193 0.629 0.995  -0.194
N2 1.347 0.475 2.130  0.165
H2 -0.798 -0.483 0.872  0.118
H3 0.627 1.838 -0.629  0.135
H4 1.877 0.636 -0.991  0.135

=====

DFT (the ωB97M-V functional and the def2-TZVPD basis) results for C19H17O4PPr as an isolated structure.

The expectation value of S² is 2.047. Its total charge is +3. The molar mass is 481.22 Da. The LUMO energy (alpha / beta) comes out at -13.10 / -14.51 eV. Its spin multiplicity is 3. The value obtained for the maximum force is 14.67 eV/Å. The value obtained for the electronic energy is -1891.72497 a.u. The calculation puts the gap between HOMO and LUMO (alpha / beta) at 3.568 / 2.140 eV.

Last column: Löwdin charge in e.
Cartesian coordinates (Å):
Pr1 0.000 0.000 0.000  0.924
O1 0.142 3.033 0.334  0.311
C1 0.089 1.891 0.187  -0.244
C2 -0.091 -1.900 0.026  -0.275
O2 -0.147 -3.050 0.076  0.295
C3 1.903 -0.090 -0.001  -0.237
O3 3.054 -0.146 0.021  0.312
C4 -1.902 0.092 -0.044  -0.263
O4 -3.054 0.148 -0.047  0.316
C5 0.033 0.689 -5.091  -0.062
H1 -0.858 1.290 -5.237  0.046
H2 0.980 1.202 -5.217  0.046
C6 -0.033 -0.690 -5.149  -0.058
H3 0.862 -1.278 -5.322  0.046
H4 -0.976 -1.190 -5.342  0.047
C7 -1.340 -0.577 4.452  -0.151
P1 -0.552 -0.362 2.806  1.081
C8 -0.118 1.341 3.221  -0.404
C9 -1.082 2.346 3.033  -0.092
C10 -0.793 3.675 3.354  -0.007
C11 0.461 4.012 3.866  0.020
C12 1.424 3.018 4.062  0.002
C13 1.136 1.685 3.746  -0.045
C14 0.398 -1.892 2.998  -0.339
C15 1.799 -1.888 3.050  -0.028
C16 2.500 -3.088 3.225  0.058
C17 1.808 -4.297 3.340  0.084
C18 0.415 -4.312 3.273  0.037
C19 -0.287 -3.118 3.102  -0.028
H5 -2.065 0.243 4.639  0.089
H6 -0.573 -0.569 5.254  0.108
H7 -1.918 -1.519 4.507  0.071
H8 -2.060 2.098 2.638  0.128
H9 -1.542 4.443 3.206  0.139
H10 0.686 5.041 4.113  0.139
H11 2.394 3.281 4.464  0.134
H12 1.893 0.938 3.916  0.102
H13 2.356 -0.970 2.960  0.105
H14 3.580 -3.080 3.274  0.148
H15 2.351 -5.223 3.477  0.156
H16 -0.123 -5.248 3.355  0.148
H17 -1.367 -3.155 3.048  0.139

=====

DFT (the ωB97M-V functional and the def2-TZVPD basis) results for C7H13NO5S as an isolated structure.

Its total charge is 0. The molar mass is 223.25 Da. The LUMO energy comes out at 0.40 eV. The value obtained for the maximum force is 16.26 eV/Å. The value obtained for the electronic energy is -1103.34831 a.u. The calculation puts the gap between HOMO and LUMO at 10.268 eV. As for the energy above the lowest of the compared OMol25 structures with the same formula, charge and spin: 619.24 kJ/mol.

Last column: Löwdin charge in e.
Cartesian coordinates (Å):
C1 3.975 -2.769 1.593  -0.030
H1 4.372 -1.676 1.609  0.133
H2 4.588 -3.387 0.899  0.127
H3 3.818 -3.144 2.488  0.049
O1 2.985 -2.542 0.721  0.011
C2 2.473 -1.487 0.501  -0.537
O2 3.042 -0.473 0.883  0.063
C3 1.200 -1.619 -0.458  0.053
C4 0.615 -0.574 -0.939  -0.091
C5 -0.728 -0.483 -1.610  -0.136
H4 -0.610 -0.393 -2.693  0.115
H5 -1.097 -1.663 -1.758  0.188
C6 -1.613 0.591 -1.014  -0.583
C7 -2.104 0.043 0.463  0.005
H6 -2.275 -0.907 0.455  -0.003
H7 -2.793 0.701 0.983  0.042
H8 -1.083 0.374 1.175  0.150
H9 -2.666 0.390 -1.449  0.157
O3 -1.319 1.747 -1.256  -0.126
S1 -2.186 2.864 -0.602  0.701
O4 -1.597 4.080 -1.462  -0.342
O5 -3.540 2.392 -0.642  -0.236
N1 -1.816 2.986 0.926  0.031
H10 -0.944 3.509 1.165  0.156
H11 -2.480 3.440 1.143  -0.066
H12 0.940 0.473 -0.747  0.143
H13 0.844 -2.474 -0.376  0.027

=====

DFT (the ωB97M-V functional and the def2-TZVPD basis) results for a 2-piece molecular cluster, C2H9N2O overall.

The expectation value of S² is 0.767. Its total charge is +2. The molar mass is 77.11 Da. The LUMO energy (alpha / beta) comes out at -10.09 / -14.28 eV. Its spin multiplicity is 2. The value obtained for the maximum force is 1.80 eV/Å. The value obtained for the electronic energy is -265.58772 a.u. The calculation puts the gap between HOMO and LUMO (alpha / beta) at 11.593 / 7.392 eV. As for the energy above the lowest of the compared OMol25 structures with the same formula, charge and spin: 138.97 kJ/mol.

Last column: Löwdin charge in e.
Cartesian coordinates (Å):
C1 1.091 -0.572 1.597  0.067
N1 -1.721 0.030 -0.463  0.348
C2 -0.937 -0.654 0.265  0.016
N2 0.386 -0.304 0.413  0.169
H1 0.947 0.260 2.327  0.198
H2 2.166 -0.434 1.397  0.161
H3 0.888 -1.518 2.014  0.124
H4 -1.411 0.700 -1.175  0.154
H5 -2.718 -0.207 -0.492  0.205
H6 -1.243 -1.522 0.844  0.199
H7 0.819 0.378 -0.241  0.156
H8 0.418 2.042 -2.106  0.120
H9 0.928 0.697 -2.537  0.115
O1 0.387 1.105 -1.842  -0.031

=====

DFT (the ωB97M-V functional and the def2-TZVPD basis) results for a 2-piece molecular cluster, C3H8NO2 overall.

Its total charge is +1. The molar mass is 90.10 Da. The LUMO energy comes out at -3.72 eV. The value obtained for the maximum force is 3.92 eV/Å. The value obtained for the electronic energy is -323.97359 a.u. The calculation puts the gap between HOMO and LUMO at 8.916 eV. As for the energy above the lowest of the compared OMol25 structures with the same formula, charge and spin: 403.49 kJ/mol.

Last column: Löwdin charge in e.
Cartesian coordinates (Å):
C1 0.103 -0.254 0.664  -0.197
C2 0.288 0.966 -0.260  -0.121
C3 0.291 -2.284 -0.292  -0.041
N1 -0.185 2.225 0.446  0.150
O1 -0.190 -0.034 1.832  0.022
O2 -0.312 -2.270 -1.478  -0.013
H1 -0.245 0.819 -1.277  0.163
H2 1.347 1.109 -0.361  0.121
H3 1.233 -2.600 -0.580  0.078
H4 -0.196 -2.653 0.691  0.134
H5 -1.185 2.358 0.166  0.185
H6 0.436 3.053 0.291  0.184
H7 -0.096 1.982 1.511  0.188
H8 -1.288 -2.415 -1.352  0.148

=====

DFT (the ωB97M-V functional and the def2-TZVPD basis) results for C34H48N7NaO11P2S as an isolated structure.

Its total charge is -2. The molar mass is 847.80 Da. The LUMO energy comes out at 3.25 eV. The value obtained for the maximum force is 2.17 eV/Å. The value obtained for the electronic energy is -3778.90179 a.u. The calculation puts the gap between HOMO and LUMO at 5.060 eV. As for the energy above the lowest of the compared OMol25 structures with the same formula, charge and spin: 200.31 kJ/mol.

Last column: Löwdin charge in e.
Cartesian coordinates (Å):
Na1 1.563 -1.180 0.677  0.224
C1 2.533 1.460 4.422  -0.056
C2 1.811 1.074 3.156  -0.310
N1 1.750 -0.177 2.760  0.036
N2 2.455 -1.060 3.366  -0.027
C3 2.262 -2.362 3.456  -0.979
N3 3.372 -3.144 3.236  0.058
S1 0.817 -3.078 3.994  0.414
C4 1.180 2.078 2.346  -0.234
C5 1.203 3.437 2.740  -0.037
C6 0.519 4.382 2.007  -0.107
C7 -0.185 3.989 0.875  -0.108
C8 -0.107 2.646 0.525  -0.182
N4 0.529 1.718 1.213  0.146
H1 2.816 0.541 4.932  0.061
H2 1.887 2.047 5.082  0.065
H3 3.445 2.035 4.226  0.071
H4 3.907 -2.809 2.440  0.073
H5 3.130 -4.118 3.165  0.052
H6 1.760 3.731 3.620  0.090
H7 0.530 5.424 2.310  0.094
H8 -0.727 4.700 0.264  0.087
H9 -0.582 2.309 -0.393  0.086
O1 8.633 -0.499 -1.426  -0.071
C9 8.168 0.396 -0.693  -0.701
O2 8.700 1.460 -0.304  -0.090
C10 6.697 0.187 -0.217  -0.113
C11 6.132 1.107 0.664  -0.032
C12 4.817 0.937 1.060  -0.158
N5 4.057 -0.080 0.663  0.119
C13 4.595 -0.977 -0.167  -0.182
C14 5.902 -0.868 -0.640  0.046
C15 3.682 -2.150 -0.541  -0.637
O3 3.710 -2.576 -1.706  -0.014
O4 2.965 -2.584 0.414  -0.114
H10 6.736 1.936 1.008  0.097
H11 4.335 1.653 1.725  0.092
H12 6.289 -1.599 -1.336  0.118
C16 -4.546 2.513 2.395  -0.049
C17 -3.569 1.352 2.487  -0.448
C18 -2.345 1.706 3.310  -0.030
O5 -3.208 1.019 1.126  -0.191
P1 -2.649 -0.439 0.781  0.494
O6 -1.646 -1.030 1.651  -0.209
C19 -2.265 -0.223 -0.982  -0.176
P2 -0.940 -1.412 -1.411  0.500
O7 0.352 -1.077 -0.833  -0.229
O8 -1.539 -2.837 -1.086  -0.191
C20 -0.962 -3.713 -0.055  -0.409
C21 0.202 -4.489 -0.639  -0.025
C22 -2.102 -4.596 0.418  -0.033
O9 -0.839 -1.345 -3.001  -0.172
C23 -1.552 -2.009 -4.048  -0.428
C24 -1.121 -3.467 -4.155  -0.040
C25 -3.062 -1.879 -3.905  -0.053
O10 -3.964 -1.375 0.823  -0.185
C26 -5.186 -1.036 0.165  -0.471
C27 -6.276 -0.884 1.216  -0.037
C28 -5.521 -2.140 -0.827  -0.033
H13 -4.925 2.756 3.388  0.082
H14 -5.388 2.267 1.744  0.068
H15 -4.029 3.384 1.990  0.085
H16 -4.065 0.483 2.935  0.133
H17 -1.825 2.551 2.857  0.073
H18 -1.657 0.862 3.359  0.082
H19 -2.657 1.979 4.320  0.087
H20 -1.855 0.773 -1.138  0.066
H21 -3.164 -0.351 -1.579  0.054
H22 -0.607 -3.097 0.771  0.113
H23 -0.130 -5.117 -1.472  0.077
H24 0.628 -5.122 0.139  0.095
H25 0.988 -3.810 -0.977  0.074
H26 -2.512 -5.155 -0.428  0.079
H27 -2.887 -3.982 0.858  0.069
H28 -1.742 -5.297 1.170  0.088
H29 -1.233 -1.477 -4.947  0.141
H30 -1.556 -4.047 -3.342  0.070
H31 -0.036 -3.532 -4.086  0.097
H32 -1.446 -3.880 -5.112  0.080
H33 -3.387 -2.387 -2.996  0.052
H34 -3.552 -2.346 -4.760  0.085
H35 -3.362 -0.830 -3.864  0.083
H36 -5.062 -0.082 -0.360  0.131
H37 -6.306 -1.784 1.832  0.091
H38 -7.245 -0.747 0.734  0.082
H39 -6.072 -0.032 1.864  0.060
H40 -5.777 -3.054 -0.287  0.089
H41 -4.659 -2.356 -1.457  0.051
H42 -6.365 -1.848 -1.453  0.084
N6 1.156 6.011 -3.234  0.157
C29 0.553 4.798 -3.446  -0.499
O11 -0.516 4.734 -4.028  0.039
C30 1.267 3.609 -2.916  -0.158
C31 2.349 3.677 -2.041  -0.016
C32 2.966 2.498 -1.651  -0.107
N7 2.581 1.301 -2.073  0.125
C33 1.522 1.229 -2.873  -0.117
C34 0.835 2.347 -3.317  -0.006
H43 0.783 6.790 -3.748  0.099
H44 2.130 6.044 -2.990  0.083
H45 2.694 4.618 -1.634  0.103
H46 3.814 2.501 -0.973  0.105
H47 1.230 0.229 -3.169  0.100
H48 -0.027 2.273 -3.968  0.110

=====

DFT (the ωB97M-V functional and the def2-TZVPD basis) results for one molecule with the formula C2H4O2S2.

Its total charge is 0. The molar mass is 124.19 Da. The LUMO energy comes out at 0.12 eV. The value obtained for the maximum force is 2.51 eV/Å. As for the SMILES: O=C(O)CSS. The value obtained for the electronic energy is -1025.46544 a.u. The calculation puts the gap between HOMO and LUMO at 9.621 eV. As for the energy above the lowest of the compared OMol25 structures with the same formula, charge and spin: 0.00 kJ/mol.

Last column: Löwdin charge in e.
Cartesian coordinates (Å):
O1 -1.074 1.344 0.534  0.096
C1 -1.118 0.212 0.137  -0.650
O2 -2.116 -0.605 0.411  0.139
C2 0.023 -0.509 -0.511  -0.494
S1 1.312 -0.741 0.712  0.510
S2 2.862 0.238 -0.356  0.357
H1 -2.616 -0.157 1.050  0.101
H2 0.479 0.161 -1.227  0.042
H3 -0.436 -1.366 -0.992  0.090
H4 2.684 1.423 0.242  -0.191

=====

DFT (the ωB97M-V functional and the def2-TZVPD basis) results for one molecule with the formula C4H8O2.

Its total charge is 0. The molar mass is 88.11 Da. The LUMO energy comes out at 0.86 eV. The value obtained for the maximum force is 0.31 eV/Å. As for the SMILES: C[C@@]1(O)C[C@H]1O. The value obtained for the electronic energy is -307.64324 a.u. The calculation puts the gap between HOMO and LUMO at 10.295 eV. As for the energy above the lowest of the compared OMol25 structures with the same formula, charge and spin: 181.65 kJ/mol.

Last column: Löwdin charge in e.
Cartesian coordinates (Å):
C1 0.701 0.504 -1.339  -0.002
C2 -0.203 -0.288 -0.424  -0.511
O1 -1.107 -1.123 -1.103  0.013
C3 0.275 -0.759 0.928  -0.017
C4 -0.730 0.358 0.820  -0.297
O2 -0.326 1.657 1.120  -0.007
H1 1.593 -0.056 -1.644  0.084
H2 1.016 1.429 -0.845  0.081
H3 0.134 0.761 -2.240  0.088
H4 -1.017 -2.013 -0.745  0.095
H5 -0.053 -1.732 1.294  0.108
H6 1.293 -0.494 1.212  0.116
H7 -1.772 0.128 1.040  0.150
H8 0.195 1.626 1.926  0.097